1.
137
Properties=species:S:1:pos:R:3 method="wB97M-V/def2-TZVPD" multiplicity=1 energy_ha=-5681.692120 charge=0 e_above_lowest_ev=7.1871 orbital_gap_ev=10.42
C -12.280 19.235 -11.915
O -12.561 18.876 -13.181
P -13.741 17.871 -13.481
O -14.982 17.955 -12.672
O -13.035 16.373 -13.548
C -12.788 15.455 -12.474
O -14.040 18.207 -15.082
C -14.190 17.127 -15.980
H -12.733 18.625 -11.133
H -12.563 20.276 -11.755
H -11.208 19.071 -11.801
H -13.109 15.967 -11.567
H -11.716 15.262 -12.469
H -13.302 14.510 -12.649
H -14.694 17.450 -16.891
H -14.484 16.161 -15.571
H -13.185 17.019 -16.389
C -11.624 17.022 -1.180
O -12.254 16.311 -2.234
P -12.153 16.674 -3.755
O -11.997 18.089 -4.113
O -13.483 16.033 -4.411
C -14.644 16.873 -4.399
O -10.951 15.702 -4.319
C -10.134 16.285 -5.366
H -10.816 16.481 -0.687
H -12.428 17.192 -0.465
H -11.274 18.018 -1.450
H -15.075 17.461 -3.588
H -15.426 16.264 -4.852
H -14.556 17.604 -5.203
H -10.088 17.374 -5.349
H -10.526 15.938 -6.322
H -9.114 15.938 -5.203
C -22.973 9.448 -16.150
O -24.311 9.647 -15.842
P -24.972 8.851 -14.602
O -24.762 9.498 -13.239
O -26.464 8.743 -15.111
C -27.641 8.251 -14.400
O -24.264 7.348 -14.799
C -24.744 6.430 -15.743
H -22.354 8.986 -15.381
H -22.358 10.305 -16.424
H -23.009 8.906 -17.095
H -27.996 7.299 -14.795
H -28.448 8.980 -14.459
H -27.513 8.098 -13.328
H -25.322 5.679 -15.205
H -23.904 5.907 -16.201
H -25.429 6.812 -16.499
C -23.153 20.218 -19.561
O -22.468 19.002 -19.927
P -22.771 17.693 -19.101
O -21.808 16.601 -19.461
O -22.709 18.129 -17.619
C -22.625 17.208 -16.603
O -24.343 17.455 -19.431
C -25.286 16.539 -18.793
H -23.155 21.011 -20.308
H -22.704 20.612 -18.649
H -24.129 19.948 -19.159
H -21.927 16.409 -16.852
H -23.539 16.702 -16.292
H -22.060 17.586 -15.751
H -24.883 15.825 -18.075
H -25.822 15.980 -19.559
H -26.028 17.200 -18.345
C -15.169 7.758 -2.492
O -16.055 6.871 -1.728
P -16.233 5.280 -2.002
O -16.642 5.008 -3.415
O -14.781 4.556 -1.686
C -13.801 5.082 -0.809
O -17.281 4.726 -0.846
C -17.654 3.376 -0.840
H -15.761 8.585 -2.885
H -14.786 7.225 -3.363
H -14.310 7.997 -1.864
H -13.904 4.539 0.130
H -13.914 6.149 -0.615
H -12.771 4.965 -1.146
H -18.680 3.325 -1.205
H -17.561 2.976 0.170
H -17.030 2.799 -1.523
C -14.267 6.467 -14.257
O -14.380 7.276 -15.439
P -14.631 6.540 -16.912
O -15.664 5.538 -16.883
O -14.997 7.804 -17.978
C -13.975 8.809 -18.288
O -13.145 5.992 -17.298
C -12.695 4.655 -16.785
H -14.377 5.395 -14.423
H -14.965 6.800 -13.489
H -13.245 6.610 -13.908
H -14.252 9.289 -19.227
H -12.916 8.556 -18.238
H -14.231 9.497 -17.482
H -13.520 4.124 -16.310
H -11.898 4.684 -16.041
H -12.254 4.189 -17.666
C -23.306 14.620 -1.203
O -22.978 13.356 -0.728
P -21.756 12.545 -1.449
O -21.801 12.299 -2.949
O -20.355 13.341 -0.974
C -20.100 13.461 0.458
O -21.726 11.180 -0.550
C -22.545 10.075 -0.903
H -24.373 14.766 -1.034
H -23.296 14.783 -2.280
H -22.827 15.392 -0.600
H -20.331 14.488 0.739
H -19.071 13.156 0.649
H -20.667 12.799 1.112
H -22.063 9.146 -1.207
H -23.272 10.478 -1.608
H -23.251 9.850 -0.104
C -25.337 15.763 -8.401
O -25.791 15.114 -9.657
H -26.092 16.403 -7.944
H -25.257 14.926 -7.708
H -24.324 16.145 -8.528
H -25.154 14.403 -9.757
C -18.527 12.380 -10.465
O -17.947 11.826 -9.327
H -18.452 11.717 -11.328
H -19.568 12.518 -10.172
H -18.251 13.403 -10.720
H -18.427 11.005 -9.198
C -21.983 6.627 -7.745
O -21.830 5.368 -7.112
H -22.859 6.590 -8.392
H -22.369 7.414 -7.097
H -21.073 6.986 -8.224
H -20.899 5.393 -6.880

=====

2.
11
Properties=species:S:1:pos:R:3 method="wB97M-V/def2-TZVPD" multiplicity=1 energy_ha=-281.374412 charge=0 e_above_lowest_ev=5.8678 orbital_gap_ev="7.57 / 7.57"
N -2.018 0.078 -0.186
C -0.702 -0.132 0.291
C 0.969 -1.224 0.143
C 1.869 -0.280 -0.176
N 1.390 0.882 0.366
N 0.052 0.943 0.331
H -2.747 -0.602 -0.051
H -2.306 0.874 -0.761
H 1.008 -2.210 0.593
H 2.766 -0.231 -0.855
H -0.279 1.902 0.306

=====

3.
87
Properties=species:S:1:pos:R:3 method="wB97M-V/def2-TZVPD" multiplicity=1 energy_ha=-5004.946527 charge=0 e_above_lowest_ev=1.1577 orbital_gap_ev=7.66
Ag 2.207 1.340 -0.383
C -4.395 5.294 0.706
C -2.916 5.034 0.566
C -2.428 3.747 0.349
C -1.069 3.505 0.229
C -0.170 4.564 0.328
C -0.635 5.855 0.533
C -2.001 6.079 0.651
S 1.563 4.248 0.180
O 1.895 3.313 1.253
O 2.201 5.541 0.176
N 1.758 3.395 -1.111
C 1.699 3.784 -2.427
C 1.215 4.977 -2.901
C 1.187 5.257 -4.287
C 1.644 4.363 -5.203
C 2.172 3.122 -4.753
C 2.706 2.163 -5.643
C 3.239 1.006 -5.165
C 3.226 0.791 -3.771
N 2.722 1.638 -2.913
C 2.200 2.818 -3.378
H -4.973 4.384 0.548
H -4.742 6.038 -0.013
H -4.632 5.672 1.702
H -3.128 2.921 0.269
H -0.705 2.500 0.048
H 0.074 6.669 0.598
H -2.363 7.089 0.813
H 0.864 5.720 -2.197
H 0.795 6.212 -4.616
H 1.627 4.584 -6.263
H 2.694 2.371 -6.707
H 3.670 0.261 -5.822
H 3.647 -0.122 -3.359
C -0.583 -1.716 0.739
C -1.742 -0.909 1.305
As -3.320 -1.954 1.864
C -2.500 -3.049 3.252
C -1.314 -2.699 3.896
C -0.824 -3.475 4.942
C -1.512 -4.606 5.355
C -2.701 -4.955 4.728
C -3.194 -4.177 3.690
C -3.305 -3.210 0.370
C -3.961 -2.787 -0.785
C -3.935 -3.562 -1.938
C -3.264 -4.778 -1.941
C -2.619 -5.211 -0.790
C -2.634 -4.429 0.360
P 0.858 -0.759 0.091
C 1.746 -2.131 -0.728
C 1.888 -2.071 -2.112
C 2.449 -3.134 -2.815
C 2.873 -4.265 -2.136
C 2.730 -4.341 -0.754
C 2.163 -3.285 -0.058
C 1.838 -0.424 1.616
C 3.173 -0.808 1.781
C 3.885 -0.435 2.914
C 3.278 0.326 3.901
C 1.962 0.742 3.737
C 1.256 0.386 2.601
H -0.922 -2.295 -0.123
H -0.184 -2.428 1.464
H -2.116 -0.198 0.566
H -1.465 -0.324 2.182
H -0.758 -1.820 3.598
H 0.099 -3.189 5.431
H -1.128 -5.210 6.167
H -3.250 -5.831 5.051
H -4.128 -4.458 3.217
H -4.500 -1.846 -0.791
H -4.445 -3.220 -2.830
H -3.246 -5.387 -2.836
H -2.093 -6.158 -0.787
H -2.107 -4.771 1.243
H 1.562 -1.184 -2.644
H 2.551 -3.074 -3.891
H 3.312 -5.092 -2.680
H 3.055 -5.225 -0.221
H 2.041 -3.361 1.016
H 3.665 -1.397 1.018
H 4.920 -0.738 3.018
H 3.836 0.621 4.780
H 1.497 1.380 4.477
H 0.262 0.792 2.453

=====

4.
138
Properties=species:S:1:pos:R:3 method="wB97M-V/def2-TZVPD" multiplicity=1 energy_ha=-3761.187166 charge=+1 e_above_lowest_ev=0.0000 orbital_gap_ev=10.35
C 2.091 22.551 1.937
O 1.481 23.493 1.069
C 0.186 23.215 0.455
C -0.147 24.366 -0.426
N 0.102 25.539 0.502
H -0.802 25.791 0.886
H 0.708 25.198 1.297
C 0.644 26.814 -0.066
C 2.158 26.846 0.129
O 2.432 27.000 1.482
C 3.665 26.494 1.976
H 1.674 21.522 1.973
H 2.082 22.913 2.965
H 3.190 22.554 1.728
H -0.617 22.965 1.205
H 0.304 22.338 -0.165
H -1.202 24.356 -0.666
H 0.448 24.472 -1.337
H 0.174 27.658 0.457
H 0.304 26.923 -1.141
H 2.668 27.535 -0.531
H 2.540 25.836 -0.173
H 3.739 25.457 1.818
H 3.621 26.769 3.062
H 4.532 26.932 1.482
C -4.939 20.206 11.677
O -3.720 20.366 11.078
C -3.204 21.661 10.754
C -2.155 21.328 9.691
N -3.021 20.864 8.567
H -3.622 20.107 8.967
H -3.543 21.711 8.181
C -2.309 20.083 7.429
C -2.915 18.683 7.364
O -2.973 18.192 8.659
C -3.580 16.895 8.747
H -4.992 20.687 12.645
H -4.962 19.173 12.026
H -5.830 20.459 11.072
H -2.851 22.131 11.641
H -3.966 22.317 10.325
H -1.460 20.605 10.061
H -1.739 22.286 9.450
H -1.283 20.055 7.801
H -2.408 20.716 6.500
H -2.303 18.122 6.622
H -3.874 18.723 6.858
H -4.320 16.769 8.030
H -4.004 16.740 9.737
H -2.822 16.193 8.601
C -6.876 23.467 4.004
O -5.760 24.104 3.419
C -4.508 23.767 4.049
C -3.503 24.750 3.535
N -3.837 26.116 3.971
H -3.112 26.736 3.548
H -4.648 26.522 3.508
C -3.859 26.480 5.398
C -4.037 28.004 5.610
O -2.825 28.648 5.752
C -2.911 29.953 6.249
H -6.570 22.497 4.463
H -7.562 23.337 3.212
H -7.267 24.011 4.862
H -4.135 22.788 3.770
H -4.590 23.847 5.155
H -3.542 24.848 2.487
H -2.492 24.414 3.856
H -2.884 26.209 5.829
H -4.690 25.977 5.941
H -4.595 28.209 6.517
H -4.659 28.579 4.909
H -3.897 30.097 6.734
H -2.933 30.679 5.418
H -2.128 30.211 6.910
C -6.455 28.060 -1.931
O -6.197 29.396 -2.071
C -4.963 29.891 -1.618
C -5.354 31.157 -0.912
N -5.958 30.835 0.445
H -6.755 30.148 0.266
H -5.309 30.238 0.960
C -6.339 31.985 1.315
C -7.303 32.925 0.660
O -8.495 32.233 0.309
C -9.420 32.280 1.365
H -7.561 27.983 -1.896
H -6.054 27.729 -0.938
H -6.168 27.387 -2.700
H -4.320 30.177 -2.479
H -4.515 29.184 -0.937
H -6.165 31.586 -1.550
H -4.582 31.928 -0.723
H -5.398 32.414 1.457
H -6.730 31.673 2.315
H -6.875 33.237 -0.327
H -7.425 33.812 1.344
H -9.017 31.997 2.372
H -10.152 31.478 1.200
H -9.905 33.283 1.359
C -5.914 20.545 1.783
C -5.639 21.525 0.641
C -6.912 22.098 -0.113
O -6.437 22.955 -1.154
C -7.179 24.122 -1.335
N -4.935 22.827 1.005
H -5.266 23.262 1.918
H -3.896 22.654 1.219
H -5.036 23.378 0.185
H -4.993 20.236 2.255
H -6.452 19.711 1.315
H -6.552 21.044 2.474
H -4.866 21.026 -0.030
H -7.518 22.713 0.516
H -7.459 21.295 -0.632
H -7.153 24.856 -0.483
H -8.154 23.998 -1.604
H -6.811 24.634 -2.210
B -3.324 26.083 0.280
F -3.044 24.755 -0.024
F -2.347 26.625 1.227
F -3.224 26.854 -0.856
F -4.608 26.125 0.846
B -6.053 28.588 2.500
F -5.814 27.375 3.149
F -6.872 28.358 1.364
F -6.611 29.615 3.292
F -4.671 29.062 2.040
B -1.705 21.423 3.154
F -2.459 22.107 2.144
F -1.063 20.398 2.452
F -0.929 22.283 3.867
F -2.712 20.970 4.047
B -5.551 22.916 7.528
F -4.014 22.953 7.439
F -5.976 21.797 6.781
F -5.823 22.840 8.863
F -5.985 24.072 6.815

=====

5.
17
Properties=species:S:1:pos:R:3 method="wB97M-V/def2-TZVPD" multiplicity=1 energy_ha=-342.500626 charge=+1 e_above_lowest_ev=2.3897 orbital_gap_ev=9.51
C 0.688 0.938 2.204
C 1.551 -0.010 2.530
N 1.755 -1.192 1.651
N -0.011 1.027 1.017
H 0.583 1.764 2.911
H 1.894 -0.084 3.553
H 0.896 -1.498 1.190
H 2.477 -0.965 0.954
H 2.065 -1.971 2.235
H -0.134 1.975 0.680
H -0.736 0.393 0.741
H 0.214 -2.579 -5.568
H 0.597 -2.317 -7.004
O -0.056 -2.800 -6.466
H -2.825 2.302 -0.208
H -3.753 3.059 0.761
O -3.316 2.215 0.615

=====

6.
19
Properties=species:S:1:pos:R:3 method="wB97M-V/def2-TZVPD" multiplicity=3 s2=2.006 energy_ha=-435.652093 charge=+1 e_above_lowest_ev=0.0597 orbital_gap_ev="8.23 / 6.52"
C 0.218 -0.658 -1.628
C 0.638 -1.711 0.203
C -0.528 0.109 -0.564
C -0.384 2.235 0.822
C 0.157 1.493 -0.393
N 0.887 -1.641 -1.162
N -0.200 -0.765 0.588
N 1.213 -2.632 0.933
O -1.874 0.306 -0.716
H 0.238 -0.395 -2.672
H -1.469 2.275 0.786
H -0.004 3.253 0.807
H -0.069 1.773 1.754
H 1.237 1.358 -0.321
H -0.068 2.059 -1.297
H -0.549 -0.587 1.517
H 1.835 -3.285 0.476
H 1.060 -2.719 1.927
H -2.336 -0.468 -1.060

=====

Which of these has the highest multiplicity? C5H10N3O